# 1
Computed, not measured: a molecular structure, C14H14AsGaN3O2S6, with ωB97M-V with the def2-TZVPD basis set.

Cartesian coordinates (Å):
Ga: -0.282 -0.260 0.794
C: -1.920 2.007 -1.001
N: -1.656 0.589 -0.781
C: -2.496 -0.311 -1.182
C: -2.228 -1.674 -0.916
C: -2.923 -2.848 -1.237
C: -2.168 -3.893 -0.702
C: -1.055 -3.301 -0.074
N: -1.089 -1.973 -0.200
C: -2.080 2.343 -2.478
C: -1.196 1.850 -3.436
C: -1.354 2.189 -4.772
C: -2.408 3.005 -5.171
C: -3.304 3.479 -4.226
C: -3.137 3.147 -2.886
H: -1.131 3.751 -0.202
H: -2.840 2.311 -0.493
H: -3.403 -0.040 -1.730
H: -3.850 -2.916 -1.791
H: -2.380 -4.951 -0.755
H: -0.246 -3.786 0.457
H: -0.388 1.198 -3.133
H: -0.651 1.809 -5.505
H: -2.529 3.264 -6.217
H: -4.139 4.102 -4.530
H: -3.837 3.526 -2.147
S: 3.421 -2.510 2.995
As: 4.307 -2.561 0.833
S: 1.718 -1.423 2.316
S: 2.364 -1.138 0.337
S: 5.927 -1.266 0.838
C: 3.721 1.629 1.191
O: 3.228 2.999 1.341
C: 2.175 3.385 0.640
S: 1.485 4.858 0.828
S: 1.568 2.133 -0.438
H: 4.670 1.593 1.711
H: 3.880 1.372 0.145
H: 3.027 0.920 1.642
O: 0.274 2.830 -1.140
N: -0.883 2.774 -0.305

Results
- charge = -1
- F_max (eV/Å) = 0.588
- E_LUMO (eV) = 2.14
- E_HOMO (hartree) = -0.1568
- molar mass (g/mol) = 593.33

Atom charges from the Mulliken analysis, given in e for atoms 1 to 6: atom 1 (Ga): 0.23, atom 2 (C): -0.88, atom 3 (N): -0.04, atom 4 (C): 0.16, atom 5 (C): 0.04, atom 6 (C): -0.91

=====

# 2
Computed, not measured: a molecular structure, C14H14BF9N6OPb, with ωB97M-V with the def2-TZVPD basis set.

Cartesian coordinates (Å):
H: 2.383 -2.463 -0.162
N: 0.958 -1.393 -1.289
B: -0.551 -0.464 -3.100
N: 0.562 -1.421 -2.588
C: 1.274 -2.362 -3.261
Pb: -0.004 0.022 0.052
H: 1.096 -2.532 -4.323
C: 2.160 -2.964 -2.367
H: 2.876 -3.757 -2.576
C: 1.920 -2.317 -1.138
H: -0.752 -0.648 -4.278
C: -0.947 1.383 1.289
H: -0.569 1.341 2.323
H: -2.032 1.174 1.296
H: -0.790 2.402 0.891
N: -0.096 1.001 -2.854
N: -1.846 -0.729 -2.284
N: 0.196 1.431 -1.600
N: -1.850 -0.592 -0.934
C: 0.099 2.012 -3.741
C: -3.074 -1.126 -2.707
H: -0.084 1.855 -4.804
H: -3.265 -1.291 -3.767
C: 0.532 3.135 -3.036
C: -3.902 -1.249 -1.592
C: 0.578 2.716 -1.691
C: -3.082 -0.903 -0.499
H: 0.781 4.116 -3.438
H: -4.949 -1.550 -1.572
H: 0.865 3.262 -0.793
H: -3.309 -0.865 0.567
H: 1.327 0.448 0.761
F: 2.578 1.783 2.868
C: 1.515 1.561 3.725
F: 2.001 1.533 5.021
F: 0.666 2.650 3.634
C: 0.803 0.205 3.370
O: 0.468 0.129 1.993
C: 1.834 -0.955 3.561
F: 2.299 -1.030 4.863
F: 1.255 -2.170 3.237
F: 2.923 -0.777 2.724
C: -0.423 -0.077 4.323
F: 0.000 -0.221 5.633
F: -1.362 0.941 4.324
F: -1.063 -1.243 3.943

Results
- charge = 0
- F_max (eV/Å) = 13.635
- E_LUMO (eV) = 0.35
- energy above the lowest of the compared OMol25 structures with the same formula, charge and spin (kcal per mole) = 108.86
- E_HOMO (hartree) = -0.2387
- molar mass (g/mol) = 671.30

Atom charges from the Mulliken analysis, given in e for atoms 1 to 6: atom 1 (H): 0.48, atom 2 (N): -0.05, atom 3 (B): -0.02, atom 4 (N): 0.09, atom 5 (C): -0.10, atom 6 (Pb): 1.46

=====

# 3
Computed, not measured: a molecular structure, C14H14Cl12N2, with ωB97M-V with the def2-TZVPD basis set.

Cartesian coordinates (Å):
N: 17.317 6.950 22.005
C: 17.090 5.994 22.907
C: 17.237 4.628 22.694
C: 17.503 4.172 21.358
C: 17.655 5.185 20.364
C: 17.560 6.532 20.771
H: 16.763 6.395 23.855
H: 17.129 3.970 23.544
H: 17.643 3.127 21.125
H: 17.845 4.934 19.331
H: 17.618 7.333 20.049
N: 17.432 9.187 21.837
C: 18.313 9.944 21.080
C: 18.108 10.037 19.717
C: 17.124 9.337 19.125
C: 16.279 8.495 19.881
C: 16.524 8.453 21.226
H: 19.099 10.452 21.619
H: 18.710 10.672 19.084
H: 16.894 9.481 18.080
H: 15.533 7.902 19.374
H: 15.962 7.846 21.921
C: 15.669 7.230 17.628
Cl: 16.868 6.082 18.320
Cl: 16.477 8.641 16.820
Cl: 14.311 7.811 18.730
H: 15.153 6.781 16.779
C: 16.864 8.513 23.860
Cl: 18.401 9.370 24.122
Cl: 15.554 9.735 23.631
Cl: 16.504 7.299 25.094
H: 17.051 7.992 22.921
C: 19.435 7.615 22.378
Cl: 20.068 6.687 20.955
Cl: 20.243 9.209 22.514
Cl: 19.538 6.742 23.958
H: 18.395 7.793 22.104
C: 19.495 10.233 17.218
Cl: 20.343 11.038 18.550
Cl: 17.760 10.902 17.242
Cl: 19.446 8.517 17.577
H: 19.928 10.423 16.236

Results
- charge = 0
- F_max (eV/Å) = 10.566
- E_LUMO (eV) = -0.26
- energy above the lowest of the compared OMol25 structures with the same formula, charge and spin (kcal per mole) = 553.19
- E_HOMO (hartree) = -0.2949
- molar mass (g/mol) = 635.72

Atom charges from the Mulliken analysis, given in e for atoms 1 to 6: atom 1 (N): -0.54, atom 2 (C): -0.56, atom 3 (C): -0.71, atom 4 (C): -0.82, atom 5 (C): -0.26, atom 6 (C): -1.00

=====

# 4
Computed, not measured: a molecular structure, C14H14CrFN4S, with ωB97M-V with the def2-TZVPD basis set.

Cartesian coordinates (Å):
Cr: -0.493 1.550 -0.765
C: -1.267 -1.921 1.288
C: -1.161 -0.470 0.958
N: -1.557 0.020 -0.219
N: -2.108 -0.770 -1.187
C: -2.307 -0.246 -2.417
N: -2.998 -0.962 -3.320
S: -1.719 1.291 -2.815
C: -0.584 0.529 1.798
C: -0.386 0.413 3.185
C: 0.069 1.492 3.907
C: 0.339 2.690 3.237
C: 0.176 2.730 1.868
N: -0.269 1.697 1.151
H: -0.846 -2.509 0.471
H: -2.303 -2.225 1.440
H: -0.711 -2.151 2.187
H: -2.577 -1.635 -0.925
H: -3.225 -1.930 -3.162
H: -3.043 -0.601 -4.260
H: -0.616 -0.512 3.684
H: 0.208 1.423 4.975
H: 0.693 3.555 3.772
H: 0.417 3.624 1.295
F: 3.973 -2.339 -1.646
C: 3.127 -1.301 -1.560
C: 2.241 -1.062 -2.595
C: 1.314 -0.045 -2.452
C: 1.248 0.737 -1.299
C: 2.211 0.513 -0.316
C: 3.145 -0.500 -0.431
H: 2.262 -1.670 -3.486
H: 0.638 0.132 -3.279
H: 2.244 1.136 0.569
H: 3.868 -0.683 0.349

Results
- charge = +1
- F_max (eV/Å) = 1.653
- E_LUMO (alpha / beta) (eV) = -4.05 / -4.36
- E_HOMO (alpha / beta) (hartree) = -0.3688 / -0.4259
- molar mass (g/mol) = 341.35
- 2S+1 = 5

Atom charges from the Mulliken analysis, given in e for atoms 1 to 6: atom 1 (Cr): 0.25, atom 2 (C): -1.74, atom 3 (C): 1.12, atom 4 (N): -0.01, atom 5 (N): -0.38, atom 6 (C): 0.63

=====

# 5
Computed, not measured: a molecular structure, C14H14FNRu, with ωB97M-V with the def2-TZVPD basis set.

Cartesian coordinates (Å):
C: 0.030 2.940 0.598
C: 1.312 2.284 0.819
C: 1.105 1.168 1.706
C: -0.300 1.140 2.077
C: -0.972 2.237 1.401
Ru: -0.249 0.972 -0.115
C: 1.324 0.668 -1.763
C: 0.408 0.926 -2.810
C: -0.154 1.637 -3.879
N: -1.366 0.442 -1.293
H: 1.857 0.489 2.047
H: 2.248 2.564 0.393
H: -0.745 0.441 2.750
H: -2.004 2.491 1.492
H: -0.130 3.812 0.007
H: 2.098 1.390 -1.648
H: -2.052 1.500 -1.525
H: 1.637 -0.344 -1.590
H: 0.624 1.986 -4.707
H: -1.289 1.812 -4.133
F: -0.452 -5.122 1.809
C: -0.371 -3.834 1.315
C: -1.555 -3.150 1.048
C: -1.448 -1.831 0.558
C: -0.216 -1.236 0.397
C: 0.954 -1.930 0.637
C: 0.884 -3.264 1.100
H: -2.524 -3.619 1.207
H: -2.350 -1.268 0.325
H: 1.916 -1.452 0.478
H: 1.780 -3.853 1.299

Results
- charge = -1
- F_max (eV/Å) = 8.071
- E_LUMO (alpha / beta) (eV) = 3.14 / 1.84
- energy above the lowest of the compared OMol25 structures with the same formula, charge and spin (kcal per mole) = 148.45
- E_HOMO (alpha / beta) (hartree) = 0.0188 / -0.1515
- molar mass (g/mol) = 316.34
- 2S+1 = 6

Atom charges from the Mulliken analysis, given in e for atoms 1 to 6: atom 1 (C): -0.64, atom 2 (C): -0.63, atom 3 (C): -0.20, atom 4 (C): -0.56, atom 5 (C): -0.68, atom 6 (Ru): 0.16

=====

# 6
Computed, not measured: C14H14N2O3 in the gas phase, with ωB97M-V with the def2-TZVPD basis set.

Cartesian coordinates (Å):
C: -5.926 -0.615 -1.034
C: -5.575 -0.014 0.326
C: -4.190 0.615 0.289
O: -4.013 1.810 0.224
N: -3.195 -0.318 0.315
C: -1.810 -0.136 0.256
C: -1.214 1.119 0.164
C: 0.160 1.224 0.110
C: 0.971 0.091 0.146
C: 0.375 -1.164 0.237
C: -0.999 -1.269 0.291
H: -1.451 -2.249 0.361
H: 0.992 -2.046 0.265
N: 2.354 0.271 0.088
C: 3.343 -0.668 0.103
O: 3.179 -1.870 0.173
C: 4.688 -0.073 0.023
C: 5.912 -0.691 0.012
C: 6.874 0.338 -0.078
C: 6.171 1.505 -0.115
O: 4.852 1.273 -0.055
H: 6.484 2.528 -0.182
H: 7.938 0.227 -0.111
H: 6.082 -1.746 0.063
H: 2.656 1.234 0.025
H: 0.613 2.203 0.039
H: -1.831 2.001 0.136
H: -3.482 -1.285 0.377
H: -6.290 0.772 0.573
H: -5.617 -0.782 1.102
H: -6.930 -1.033 -1.012
H: -5.231 -1.406 -1.309
H: -5.890 0.154 -1.803

Results
- charge = 0
- F_max (eV/Å) = 1.315
- E_LUMO (eV) = 0.62
- energy above the lowest of the compared OMol25 structures with the same formula, charge and spin (kcal per mole) = 8.04
- E_HOMO (hartree) = -0.2906
- SMILES = CCC(=O)Nc1ccc(NC(=O)c2ccco2)cc1
- molar mass (g/mol) = 258.28

Atom charges from the Mulliken analysis, given in e for atoms 1 to 6: atom 1 (C): -1.02, atom 2 (C): -0.73, atom 3 (C): 0.67, atom 4 (O): -0.64, atom 5 (N): -0.10, atom 6 (C): 0.74